No. 1
Molecular formula: CH4AgO2
Method: DFT, ωB97M-V/def2-TZVPD

Geometry as XYZ:
```
8
CH4AgO2 (ωB97M-V/def2-TZVPD)
H 2.07329 -0.41829 -1.43168
O 3.29916 -0.77499 -2.00003
Ag 5.43199 -0.52022 -1.23509
O 3.98919 -0.63455 -3.65038
C 3.93969 -1.77312 -4.44624
H 3.93042 -1.43686 -5.49605
H 4.81720 -2.42496 -4.28317
H 3.02420 -2.36310 -4.26684
```

Values from the calculation:
HOMO (spin up / spin down) = -0.270 / -0.311 Ha
Gap between HOMO and LUMO (spin up / spin down) = 0.211 / 0.248 Ha
LUMO energy (spin up / spin down) = -1.585 / -1.708 eV
Max |F| = 5.41 eV Å⁻¹
Multiplicity = 2

No. 2
Molecular formula: C5H8O2
Method: DFT, ωB97M-V/def2-TZVPD

Geometry as XYZ:
```
15
C5H8O2 (ωB97M-V/def2-TZVPD)
C 1.65997 -0.11156 -0.30599
C 0.79698 1.20634 0.31821
C -0.35986 0.65519 -0.23852
O -1.73133 0.86906 -0.21612
C -1.95130 -0.70850 -0.04405
C -0.29004 -0.77378 0.33185
O 0.78478 -1.28851 -0.20268
H 2.27202 -0.43016 0.52404
H 2.11164 -0.03320 -1.24448
H 0.95540 2.36494 -0.28027
H 0.78146 1.00322 1.51259
H -0.02929 0.29827 -1.30827
H -2.49174 -1.18931 0.65460
H -2.20127 -1.02256 -1.04440
H -0.30740 -0.83945 1.54350
```

Values from the calculation:
HOMO = -0.352 Ha
Structure (SMILES) = C1C[C@@H]2OC[C@H]2O1
Relative energy (zero: lowest compared OMol25 entry of this formula, charge and spin) = 157.8 kcal/mol
Gap between HOMO and LUMO = 0.392 Ha
LUMO energy = 1.086 eV
Max |F| = 7.01 eV Å⁻¹

No. 3
Molecular formula: C4H3BrFN
Method: DFT, ωB97M-V/def2-TZVPD

Geometry as XYZ:
```
10
C4H3BrFN (ωB97M-V/def2-TZVPD)
F 1.15406 -2.15001 0.06487
C 0.48454 -1.02765 -0.01389
C -0.86675 -0.90176 0.02179
N -1.19991 0.44306 0.03995
C 0.01151 1.14020 0.02469
C 1.07455 0.35436 0.01721
Br 2.99970 0.81063 -0.00216
H -1.55737 -1.78650 -0.20205
H -2.08568 0.88686 -0.05356
H -0.01463 2.23081 0.10314
```

Values from the calculation:
HOMO = -0.328 Ha
Structure (SMILES) = Fc1c[nH]cc1Br
Relative energy (zero: lowest compared OMol25 entry of this formula, charge and spin) = 0.0 kcal/mol
Gap between HOMO and LUMO = 0.352 Ha
LUMO energy = 0.657 eV
Max |F| = 3.70 eV Å⁻¹

No. 4
Molecular formula: C37H35Cl2MoN3O3PSSbSe4
Method: DFT, ωB97M-V/def2-TZVPD

Geometry as XYZ:
```
88
C37H35Cl2MoN3O3PSSbSe4 (ωB97M-V/def2-TZVPD)
Mo -0.36930 -0.05480 -0.30760
Cl -0.40800 0.28110 2.19390
C 1.24080 0.08080 2.69360
C 1.51130 0.03910 4.04900
C 2.82690 0.00590 4.48200
C 3.86010 0.02340 3.56100
C 3.58030 0.04640 2.20750
Cl 4.87440 0.08590 1.07690
C 2.25860 0.06160 1.73610
S 1.98170 0.05020 0.01440
H 0.69630 0.03740 4.75540
H 3.04620 -0.01880 5.53790
H 4.88980 0.01450 3.87940
C 2.22670 -1.73920 -3.20800
C 0.85800 -2.29400 -2.83040
C 0.57470 -3.62230 -3.51880
C -0.30020 -1.30390 -3.08740
C -0.33450 -0.78630 -4.53030
O 0.32770 0.46730 -4.45380
C 0.37400 0.80940 -3.13940
N -0.09830 -0.07680 -2.31650
C 1.04140 2.05130 -2.82190
C 1.99850 2.47450 -3.75340
C 2.80640 3.56090 -3.50160
C 2.64670 4.28090 -2.32750
C 1.65880 3.92340 -1.42860
C 0.85060 2.81210 -1.65000
P -0.43930 2.36300 -0.45310
C -1.97710 3.04080 -1.14780
C -3.10430 2.98480 -0.32560
C -4.32690 3.43130 -0.78700
C -4.43290 3.95070 -2.06790
C -3.32370 3.98320 -2.89560
C -2.10030 3.51370 -2.44880
C -0.11600 3.57060 0.88640
C 0.83970 3.25000 1.84760
C 1.11940 4.12080 2.88450
C 0.49830 5.35740 2.93300
C -0.40250 5.71210 1.93950
C -0.72810 4.82270 0.93020
H 2.98270 -2.43840 -2.86090
H 2.41610 -0.78110 -2.72120
H 2.33630 -1.61360 -4.28320
H 0.89460 -2.47930 -1.75150
H 0.63290 -3.53190 -4.60090
H -0.41870 -3.97860 -3.25070
H 1.30720 -4.35890 -3.19650
H -1.25190 -1.76830 -2.79660
H -1.36130 -0.62170 -4.88380
H 0.19120 -1.42510 -5.23950
H 2.12080 1.89430 -4.65340
H 3.57260 3.83460 -4.20860
H 3.28950 5.11880 -2.10840
H 1.52750 4.51180 -0.53200
H -3.01050 2.60790 0.68790
H -5.19250 3.39100 -0.14180
H -5.37940 4.33570 -2.41040
H -3.39940 4.38460 -3.89440
H -1.24170 3.53500 -3.10760
H 1.39560 2.32550 1.76980
H 1.82920 3.82940 3.64550
H 0.72930 6.04850 3.73220
H -0.85340 6.69370 1.94770
H -1.44040 5.11060 0.16870
O -4.30550 0.32350 2.83670
C -5.57170 0.08430 2.29080
N -5.77850 -1.28240 1.90300
C -5.51200 -1.82460 0.68290
O -5.93490 -2.90510 0.35440
C -4.66710 -0.99490 -0.23860
C -5.12190 -0.73750 -1.52910
C -4.28260 -0.04640 -2.38980
C -3.00850 0.27190 -1.97000
N -2.52640 -0.03710 -0.75570
C -3.38120 -0.61300 0.10360
H -4.18480 -0.24350 3.60960
H -5.64490 0.73390 1.41330
H -6.36340 0.36060 3.00130
H -6.26340 -1.89600 2.54410
H -6.09210 -1.09140 -1.83680
H -4.59510 0.20450 -3.39160
H -2.32580 0.77990 -2.64080
H -3.00960 -0.80580 1.10640
Se 1.97920 -5.30170 -0.16790
Sb -0.36650 -4.91600 0.41980
Se -0.74490 -2.25320 0.20320
Se -1.86630 -5.88830 -1.25310
Se -0.97000 -5.37830 2.73990
```

Values from the calculation:
HOMO (spin up / spin down) = -0.251 / -0.254 Ha
Relative energy (zero: lowest compared OMol25 entry of this formula, charge and spin) = 48.1 kcal/mol
Gap between HOMO and LUMO (spin up / spin down) = 0.201 / 0.183 Ha
LUMO energy (spin up / spin down) = -1.376 / -1.913 eV
Max |F| = 2.58 eV Å⁻¹
Multiplicity = 3

no.,calculated total energy (eV)
1,-9188.5477
2,-9402.9891
3,-78445.5063
4,-364498.3809